# 1
94
Properties=species:S:1:pos:R:3 method="wB97M-V/def2-TZVPD" charge=+1 homo_ha=-0.424 gap_ev=9.0684 total_energy_ev=-128337.622
C -3.54005 4.57371 2.01499
C -2.92481 3.40492 2.91773
O -3.10460 2.06501 2.38866
C -2.04100 1.74203 1.42523
C -0.88758 1.02467 2.24641
C -1.19640 -0.58602 2.39682
C -2.73766 -1.04573 2.39208
O -2.92809 -2.44581 2.74937
C -4.05415 -2.98679 2.07578
F -4.40371 -4.26455 2.58871
F -3.83402 -3.17388 0.69144
F -5.20598 -2.18670 2.21294
C -0.55061 -0.98790 0.94247
Br -0.63971 -2.93698 0.42732
N 0.70012 -0.20916 0.70003
C 0.51242 0.52989 -0.63613
C 0.02010 -0.35373 -1.86626
C -0.09515 0.67118 -3.12601
C -1.35740 1.65085 -3.01669
N -2.60974 0.99215 -2.55127
C -3.28274 0.19541 -3.62163
C -3.60390 1.95020 -2.04434
C -4.74390 1.56995 -0.97424
O -3.59000 3.12242 -2.49274
C 2.03646 -0.84028 0.49193
N 2.36252 -2.06196 1.26871
C 3.41452 -2.81032 0.45943
C 0.62889 0.89403 1.77685
C 1.47969 0.35237 3.07125
C 1.22597 1.09511 4.43828
O 1.82751 2.09259 4.87395
O 0.20976 0.54213 5.30642
C 1.52022 2.21337 1.47551
C 0.73289 3.48187 0.94416
O 0.07285 4.28038 1.64776
N 0.81176 3.76722 -0.51242
C 2.17632 4.22795 -0.90824
C -0.16891 4.81667 -0.92077
H -3.15451 4.52078 0.94532
H -4.67279 4.52877 2.11736
H -3.21985 5.56593 2.51155
H -1.82051 3.54571 3.19033
H -3.49248 3.43543 3.92304
H -1.79888 2.73103 0.92407
H -2.57736 1.10307 0.63752
H -1.13763 1.36340 3.32296
H -0.79787 -1.11866 3.31760
H -3.29525 -0.82177 1.42466
H -3.26910 -0.42950 3.21121
H -1.47350 -0.67610 0.32064
H 1.52209 0.97253 -0.97882
H -0.19944 1.41328 -0.55605
H -1.00675 -0.82576 -1.76237
H 0.79719 -1.13762 -2.20423
H -0.22205 0.02361 -4.05585
H 0.85498 1.28506 -3.27660
H -1.57530 2.12626 -4.03828
H -1.11994 2.49123 -2.27949
H -3.59108 0.90917 -4.45938
H -4.26680 -0.19909 -3.16279
H -2.68119 -0.69937 -3.99427
H -5.70379 2.06022 -1.33936
H -4.93371 0.44729 -0.91611
H -4.50570 2.01264 0.05922
H 2.87930 -0.08743 0.75048
H 2.28294 -1.11992 -0.59938
H 2.85632 -1.85099 2.15192
H 3.93560 -3.56041 1.13882
H 4.16407 -2.00053 0.12523
H 2.88646 -3.27519 -0.43430
H 1.36552 -0.76363 3.25638
H 2.59387 0.51605 2.81386
H 0.44890 -0.41186 5.42434
H 2.10418 2.57970 2.40281
H 2.36428 2.01722 0.71107
H 2.15500 4.34694 -2.05648
H 2.42149 5.26193 -0.48723
H 3.01323 3.48931 -0.68488
H -0.15131 4.85193 -2.07032
H 0.21932 5.83008 -0.56421
H -1.24628 4.59996 -0.62488
C 4.50096 -7.01460 -2.19199
C 4.64718 -6.63228 -3.64806
C 4.42019 -5.13411 -3.60525
O 4.88460 -4.67953 -2.32553
C 5.11954 -5.82224 -1.48952
H 4.98465 -7.95807 -1.93465
H 3.43966 -7.09194 -1.93324
H 5.66580 -6.84622 -3.98707
H 3.95156 -7.14967 -4.31052
H 3.35457 -4.89109 -3.68107
H 4.95493 -4.60626 -4.39807
H 6.20289 -5.94248 -1.38367
H 4.68997 -5.64848 -0.49996

=====

# 2
84
Properties=species:S:1:pos:R:3 method="wB97M-V/def2-TZVPD" charge=0 homo_ha=-0.338 gap_ev=9.6522 smiles="C/C(Cl)=C(/Cl)N(C(=O)O)c1ccccc1.CCCCCC.CCCCCC.CCCCCC" total_energy_ev=-60493.923
C -0.77249 3.65135 3.99716
C -1.44269 2.35525 3.74873
Cl -3.17695 2.39853 3.73458
C -0.81901 1.19254 3.58456
Cl -1.70415 -0.27621 3.31819
N 0.62266 1.14897 3.71298
C 1.21579 0.04886 3.06048
O 1.99904 -0.67689 3.56870
O 0.86384 -0.06523 1.74375
C 0.95747 1.16014 5.15011
C 1.75148 2.19639 5.61394
C 2.08331 2.28978 6.96126
C 1.59700 1.32669 7.83209
C 0.81414 0.27923 7.36033
C 0.48677 0.18143 6.01383
H -0.50893 3.75437 5.04819
H -1.43584 4.46357 3.72409
H 0.15040 3.74009 3.43286
H 0.29909 -0.85150 1.72654
H 2.09116 2.92854 4.89678
H 2.70744 3.09603 7.30594
H 1.84263 1.39590 8.88069
H 0.42735 -0.47070 8.03258
H -0.11560 -0.64881 5.68678
C -1.26180 1.17894 -0.52965
C -0.47440 2.29087 0.15087
C -1.32960 3.48711 0.56511
C -2.00875 4.22803 -0.58784
C -1.05673 4.76320 -1.65637
C -0.06533 5.79326 -1.12268
H -1.73176 1.51967 -1.45413
H -0.60119 0.34720 -0.78670
H -2.04521 0.79654 0.13064
H 0.33685 2.61958 -0.50593
H 0.00290 1.87086 1.03638
H -0.70619 4.18702 1.13077
H -2.10314 3.14739 1.25732
H -2.58326 5.06361 -0.17430
H -2.74108 3.56992 -1.06402
H -1.65042 5.22380 -2.45035
H -0.51106 3.93874 -2.12313
H -0.58940 6.65013 -0.69393
H 0.57696 6.16148 -1.92403
H 0.58317 5.37035 -0.35395
C -1.17142 -2.93403 -5.44328
C -2.58579 -3.22504 -4.94841
C -3.28974 -1.99834 -4.36955
C -2.61152 -1.39179 -3.14069
C -2.43125 -2.34961 -1.96381
C -3.74928 -2.87070 -1.39797
H -0.52299 -2.59137 -4.63518
H -0.71860 -3.83144 -5.86732
H -1.18242 -2.16545 -6.21879
H -2.55599 -4.02926 -4.20830
H -3.18055 -3.60290 -5.78412
H -4.32163 -2.26519 -4.12455
H -3.35692 -1.22806 -5.14423
H -3.19914 -0.53016 -2.80764
H -1.63218 -0.99370 -3.42202
H -1.89142 -1.82376 -1.17099
H -1.79930 -3.19324 -2.25576
H -4.37673 -2.04541 -1.05468
H -3.56971 -3.53026 -0.54736
H -4.31134 -3.44090 -2.13884
C 2.63911 -0.58223 -1.02374
C 1.93011 -1.83321 -1.53714
C 2.44014 -3.12482 -0.90000
C 3.91264 -3.43597 -1.16972
C 4.28654 -3.53567 -2.64811
C 3.55738 -4.65655 -3.38381
H 3.70699 -0.59775 -1.24831
H 2.21894 0.31131 -1.49005
H 2.51754 -0.48927 0.05366
H 2.01827 -1.88669 -2.62613
H 0.85958 -1.74260 -1.32379
H 1.82139 -3.95826 -1.24581
H 2.29025 -3.07021 0.18334
H 4.16383 -4.37986 -0.67562
H 4.53982 -2.67581 -0.69644
H 5.36346 -3.70784 -2.72178
H 4.09520 -2.58394 -3.15114
H 3.77291 -5.62470 -2.92710
H 3.87306 -4.70180 -4.42723
H 2.47630 -4.50955 -3.37685

=====

# 3
96
Properties=species:S:1:pos:R:3 method="wB97M-V/def2-TZVPD" charge=+1 homo_ha=-0.354 gap_ev=7.6755 total_energy_ev=-63609.306
Mg 0.27936 0.68613 -0.53482
O -1.68916 -1.99494 -2.08394
C -0.83995 -1.18088 -1.49071
O -0.01452 -0.50648 -2.10218
O -0.80618 -0.91059 -0.28796
H -1.41542 -1.88874 -2.99793
C -1.65774 3.29463 -3.01061
C -2.01994 2.45365 -1.82826
O -1.13455 1.90494 -1.10225
N -3.29951 2.32488 -1.55338
C -3.77452 1.42412 -0.54289
H -2.40465 3.71367 -3.68488
H -1.03850 2.74961 -3.72306
H -1.01945 4.11928 -2.69337
H -3.96678 2.91581 -2.02840
H -2.92203 0.96816 -0.03944
H -4.43611 0.77246 -1.11363
H -4.32465 1.90806 0.26412
C 3.57541 -1.62216 -0.78438
C 2.73297 -1.16538 0.37985
O 1.95399 -0.20193 0.16616
N 2.94150 -1.82098 1.55515
C 2.27566 -1.53915 2.81454
H 3.80987 -0.74102 -1.38165
H 3.05561 -2.39518 -1.35038
H 4.54311 -2.00191 -0.45657
H 3.58761 -2.59722 1.54577
H 1.57059 -2.32488 3.08584
H 1.82011 -0.56933 3.01454
H 3.13872 -1.54354 3.48027
C 0.90376 -7.24609 2.20530
C 0.25539 -6.08139 1.54184
O -0.48384 -6.33628 0.57358
N 0.36947 -4.85543 2.09196
C -0.19697 -3.69605 1.46737
H 1.42287 -7.87223 1.47965
H 0.18455 -7.89308 2.70755
H 1.68888 -6.91460 2.88487
H 0.86269 -4.81798 2.97254
H 0.53040 -3.01592 1.02416
H -0.70181 -3.11295 2.23759
H -0.90253 -3.88723 0.65883
C 3.74538 2.40424 -2.30346
C 2.47841 2.84834 -1.70726
O 1.55092 2.01218 -1.41223
N 2.43886 4.12618 -1.50631
C 1.35131 4.81005 -0.91561
H 3.73333 1.31486 -2.26866
H 4.64937 2.62125 -1.73442
H 3.84071 2.76099 -3.32900
H 3.21877 4.68899 -1.81467
H 0.66966 4.11851 -0.42041
H 0.79999 5.42947 -1.62305
H 1.73661 5.43618 -0.11087
C -0.86544 3.38814 2.13965
C 0.44478 2.66014 1.85563
O 0.35440 1.63301 1.15437
N 1.57138 3.19500 2.31269
C 2.88823 2.58717 2.08156
H -1.79007 2.81747 2.05303
H -1.07567 4.22835 1.47787
H -0.69368 3.76820 3.14670
H 1.49451 3.87873 3.05208
H 2.85143 1.54142 2.38677
H 3.60139 3.12610 2.70531
H 3.20461 2.72964 1.04827
N -4.02549 -2.55589 -0.48530
C -4.16623 -1.72693 0.62906
C -5.46620 -1.96765 1.06545
C -6.07636 -2.80545 0.11975
C -5.15509 -3.21984 -0.70060
H -3.19879 -2.59357 -1.06429
H -3.32690 -1.15792 1.00075
H -5.96660 -1.62186 1.95788
H -7.08120 -3.20053 0.14453
H -5.20568 -3.79441 -1.61367
N 2.89145 0.35767 -5.16278
C 3.46464 0.95896 -6.30171
C 2.73579 2.02452 -6.69046
C 1.67277 2.10857 -5.82037
C 1.71139 1.05298 -4.95071
H 3.21960 -0.49466 -4.73155
H 4.35925 0.55532 -6.75243
H 2.88436 2.68197 -7.53431
H 0.86231 2.82178 -5.79074
H 1.08002 0.76364 -4.12364
N -2.60675 -0.84084 5.61637
C -2.90789 -0.97694 4.26998
C -1.91429 -0.36594 3.50803
C -0.96524 0.06670 4.44537
C -1.45511 -0.13529 5.73988
H -3.18601 -1.26954 6.32402
H -3.75895 -1.55951 3.94950
H -1.96133 -0.27533 2.43286
H -0.05650 0.57221 4.15372
H -1.05348 -0.02849 6.73671